1.
{
  "formula": "C12H12F3N2O4P",
  "method": "ωB97M-V with the def2-TZVPD basis set",
  "e_lumo_ha": -0.0155,
  "charge": 0,
  "homo_energy_ha": -0.3343,
  "spin_multiplicity": 1,
  "e_tot_ev": -41253.03968,
  "species": ["O", "P", "O", "O", "C", "C", "C", "N", "C", "C", "C", "C", "O", "C", "F", "F", "F", "C", "C", "C", "C", "N", "H", "H", "H", "H", "H", "H", "H", "H", "H", "H", "H", "H"],
  "coordinates": [[-1.5534, -0.9266, -2.8418], [-2.4403, 0.1169, -3.3974], [-1.8049, 0.6169, -4.7890], [-3.8883, -0.5776, -3.6164], [-2.5568, 1.5198, -2.1754], [-1.6986, 1.0913, -0.9824], [-0.4050, 1.6632, -0.7794], [0.4294, 1.3488, 0.1840], [-0.0983, 0.3783, 0.9892], [0.7119, -0.1072, 2.0759], [2.1344, 0.4171, 2.2870], [3.0934, 0.2410, 1.0853], [4.4382, 0.2685, 1.5433], [2.8886, -1.0742, 0.2730], [2.5817, -2.1448, 1.0162], [4.0785, -1.3749, -0.3277], [2.0142, -0.9232, -0.7385], [0.2550, -1.0634, 2.9338], [-1.0591, -1.6181, 2.7629], [-1.8396, -1.1815, 1.7373], [-1.3828, -0.1774, 0.8355], [-2.2153, 0.1910, -0.1818], [-0.9433, 0.1721, -4.8424], [-3.9753, -1.1808, -2.8597], [-3.5842, 1.5768, -1.7816], [-2.2409, 2.4757, -2.6111], [-0.0694, 2.4195, -1.5019], [2.0379, 1.5072, 2.4485], [2.5795, 0.0126, 3.2070], [2.9215, 1.0941, 0.4100], [4.9448, 0.6934, 0.8412], [0.8810, -1.4194, 3.7546], [-1.4073, -2.4047, 3.4330], [-2.8270, -1.6305, 1.6084]]
}

---

2.
{
  "formula": "C4H7NO2",
  "method": "ωB97M-V with the def2-TZVPD basis set",
  "e_lumo_ha": [0.0106, 0.0106],
  "charge": 0,
  "homo_energy_ha": [-0.2944, -0.2945],
  "spin_multiplicity": 1,
  "e_tot_ev": -9841.91530,
  "species": ["C", "C", "C", "O", "C", "O", "N", "H", "H", "H", "H", "H", "H", "H"],
  "coordinates": [[-1.1014, -1.1396, 1.0035], [-0.3835, -0.4038, -0.0904], [-0.8169, 1.3782, 0.0731], [-1.4439, 0.7080, -0.8507], [1.1011, -0.0913, 0.2071], [1.6034, -0.3708, 1.2739], [1.7833, 0.4403, -0.8425], [-0.9079, -0.6723, 1.9681], [-2.1738, -1.1428, 0.7955], [-0.7440, -2.1755, 1.0240], [-0.3838, -0.9534, -1.0442], [-0.2334, 2.2158, -0.4133], [1.3195, 0.7288, -1.6894], [2.7357, 0.7321, -0.6894]]
}

---

3.
{
  "formula": "C48H34N7O8P2PtSSe2",
  "method": "ωB97M-V with the def2-TZVPD basis set",
  "e_lumo_ha": 0.0230,
  "charge": -1,
  "homo_energy_ha": -0.1500,
  "spin_multiplicity": 1,
  "e_tot_ev": -240489.36168,
  "species": ["Pt", "O", "S", "O", "N", "C", "C", "C", "C", "C", "C", "C", "C", "N", "C", "C", "C", "C", "C", "C", "C", "H", "H", "H", "H", "H", "H", "H", "H", "H", "H", "H", "Se", "P", "C", "C", "C", "C", "C", "C", "C", "C", "C", "C", "C", "C", "C", "C", "N", "N", "N", "P", "Se", "C", "C", "C", "C", "C", "C", "C", "C", "C", "C", "C", "C", "H", "H", "H", "H", "H", "H", "H", "H", "H", "H", "H", "H", "H", "H", "H", "H", "H", "H", "H", "H", "O", "C", "O", "C", "C", "C", "C", "C", "C", "N", "O", "O", "N", "O", "O", "H", "H", "H"],
  "coordinates": [[-0.6464, 1.2442, -0.6200], [0.5356, 1.3208, 1.8067], [1.6618, 1.9624, 1.1481], [2.8964, 1.2199, 1.1926], [1.1284, 2.3262, -0.3365], [1.9275, 2.5801, -1.4027], [3.1875, 3.1548, -1.3222], [3.8962, 3.4669, -2.4804], [3.3938, 3.1859, -3.7289], [2.1419, 2.5625, -3.8589], [1.5774, 2.1892, -5.0963], [0.3449, 1.5808, -5.1293], [-0.3285, 1.3550, -3.9255], [0.1810, 1.6895, -2.7603], [1.3935, 2.2737, -2.6880], [1.9541, 3.5673, 1.8970], [1.0016, 4.5511, 1.7157], [1.2359, 5.8218, 2.2172], [2.4192, 6.0962, 2.8862], [3.3675, 5.1023, 3.0638], [3.1369, 3.8299, 2.5633], [3.6098, 3.3559, -0.3504], [4.8612, 3.9433, -2.3887], [3.9519, 3.4321, -4.6177], [2.1230, 2.3810, -6.0073], [-0.1105, 1.2894, -6.0631], [-1.3101, 0.9007, -3.9244], [0.0942, 4.3093, 1.1838], [0.4949, 6.5943, 2.0817], [2.6008, 7.0909, 3.2708], [4.2865, 5.3181, 3.5900], [3.8593, 3.0366, 2.6797], [2.8733, -4.5647, -2.1762], [2.2050, -3.9025, -0.3090], [3.5284, -3.6540, 0.9170], [3.8609, -2.4454, 1.5124], [4.8834, -2.4177, 2.4477], [5.5670, -3.5756, 2.7795], [5.2458, -4.7784, 2.1677], [4.2286, -4.8153, 1.2348], [1.1834, -5.1535, 0.5593], [0.8320, -4.9881, 1.8947], [0.1327, -5.9895, 2.5426], [-0.2262, -7.1432, 1.8683], [0.1185, -7.3061, 0.5368], [0.8321, -6.3172, -0.1120], [1.3565, -2.3316, -0.4198], [0.1429, -1.6558, -0.2833], [0.4266, -0.3880, -0.6895], [1.6747, -0.3061, -1.0519], [2.2500, -1.4492, -0.9003], [-1.5749, -1.9142, 0.1447], [-2.6265, 0.0465, 0.0389], [-2.2894, -3.1315, -0.9983], [-3.4607, -2.7928, -1.6730], [-3.9853, -3.6583, -2.6125], [-3.3496, -4.8623, -2.8787], [-2.1901, -5.2055, -2.2009], [-1.6542, -4.3415, -1.2646], [-1.5492, -2.5950, 1.8204], [-2.3239, -3.6845, 2.1957], [-2.3392, -4.0844, 3.5191], [-1.5970, -3.3927, 4.4629], [-0.8383, -2.2950, 4.0887], [-0.8199, -1.8792, 2.7703], [3.3550, -1.5276, 1.2486], [5.1452, -1.4797, 2.9171], [6.3608, -3.5458, 3.5131], [5.7841, -5.6840, 2.4148], [3.9671, -5.7383, 0.7306], [1.1139, -4.0853, 2.4181], [-0.1260, -5.8757, 3.5848], [-0.7610, -7.9280, 2.3833], [-0.1526, -8.2078, 0.0087], [1.1325, -6.4275, -1.1468], [-3.9453, -1.8502, -1.4514], [-4.8865, -3.3896, -3.1435], [-3.7601, -5.5326, -3.6197], [-1.6962, -6.1436, -2.4090], [-0.7464, -4.5923, -0.7378], [-2.9015, -4.2096, 1.4479], [-2.9307, -4.9360, 3.8205], [-1.6252, -3.6966, 5.5000], [-0.2653, -1.7592, 4.8309], [-0.2562, -1.0013, 2.4750], [-3.6624, 2.1862, -0.2167], [-2.8974, 3.1237, -0.4891], [-1.6377, 3.0522, -0.6027], [-3.5053, 4.4680, -0.7432], [-2.8857, 5.3374, -1.6278], [-3.5198, 6.5490, -1.9481], [-4.7287, 6.8964, -1.3639], [-5.3164, 6.0255, -0.4585], [-4.7198, 4.7913, -0.1549], [-6.5470, 6.3791, 0.1513], [-7.0691, 7.4503, -0.1600], [-7.0374, 5.6000, 0.9683], [-2.9294, 7.4168, -2.8984], [-1.8898, 7.0523, -3.4504], [-3.4811, 8.4922, -3.1366], [-1.9443, 5.0841, -2.0857], [-5.2050, 7.8327, -1.6182], [-5.2141, 4.1135, 0.5214]]
}

---

4.
{
  "formula": "C2H3N",
  "method": "ωB97M-V with the def2-TZVPD basis set",
  "e_lumo_ha": 0.0284,
  "charge": 0,
  "homo_energy_ha": -0.4295,
  "spin_multiplicity": 1,
  "e_tot_ev": -3612.09686,
  "species": ["C", "C", "N", "H", "H", "H"],
  "coordinates": [[-0.3652, 0.3171, -0.1536], [0.7225, -0.6860, 0.1472], [1.5636, -1.4792, 0.3506], [-1.3481, -0.0805, 0.0992], [-0.3737, 0.8842, -1.0845], [-0.1992, 1.0444, 0.6411]]
}

---

5.
{
  "formula": "C4H13N4O",
  "method": "ωB97M-V with the def2-TZVPD basis set",
  "e_lumo_ha": -0.0947,
  "charge": 1,
  "homo_energy_ha": -0.4915,
  "spin_multiplicity": 1,
  "e_tot_ev": -12359.35810,
  "species": ["C", "C", "C", "C", "N", "N", "N", "N", "O", "H", "H", "H", "H", "H", "H", "H", "H", "H", "H", "H", "H", "H"],
  "coordinates": [[-2.5969, 0.0437, -0.0425], [2.6337, 0.6187, -1.1569], [3.2853, 0.3072, 1.1720], [2.1349, 0.3351, 0.2138], [-1.4213, -0.3175, -0.5900], [-2.8870, 1.3569, 0.1942], [-3.5197, -0.8923, 0.2673], [-1.2034, -1.6465, -0.3133], [0.9702, 0.1104, 0.5104], [3.4627, 1.2260, -1.2773], [2.8713, -0.3614, -1.4368], [1.6550, 0.9579, -1.6695], [2.8453, -0.0649, 2.1350], [3.7914, 1.3077, 1.4291], [4.3070, -0.2256, 0.8956], [-0.6549, 0.3452, -0.6049], [-2.3221, 2.0960, 0.4357], [-3.8600, 1.6418, 0.1199], [-0.2149, -1.9016, -0.2258], [-4.3163, -0.8039, 0.9636], [-1.5631, -2.3243, -0.9800], [-3.3971, -1.8086, -0.0396]]
}